## i
Density functional theory data (ωB97M-V/def2-TZVPD) for C15H40O5 as an isolated structure.

Properties
- HOMO-LUMO gap: 0.2995 hartree

Geometry as ORCA input:
```
! wB97M-V def2-TZVPD RIJCOSX def2/J DEFGRID3
* xyz 0 1
H -8.21 -14.90 -28.76
H -6.44 -19.49 -37.31
O -6.71 -20.64 -33.30
H -8.38 -16.22 -32.00
H -9.65 -19.89 -34.52
C -8.30 -18.58 -35.50
C -10.74 -19.29 -30.33
H -6.74 -21.34 -33.95
C -7.96 -23.92 -34.26
H -9.68 -21.10 -33.19
H -6.30 -17.75 -37.64
O -11.95 -20.01 -30.09
C -6.97 -18.61 -37.67
H -11.68 -17.37 -30.53
H -8.01 -16.82 -37.93
O -7.05 -21.66 -34.98
H -8.53 -23.43 -33.46
H -9.73 -17.04 -31.26
H -8.79 -19.91 -31.12
H -8.96 -18.32 -32.32
C -8.29 -18.40 -37.02
O -8.78 -17.14 -37.46
H -8.67 -21.67 -37.18
H -6.97 -23.48 -36.01
H -7.48 -18.04 -35.03
C -8.65 -16.94 -31.23
H -7.34 -17.99 -32.49
H -9.52 -21.87 -35.70
C -8.60 -17.55 -28.82
H -7.62 -19.22 -34.50
H -10.06 -20.54 -32.08
H -7.05 -16.59 -29.99
O -8.60 -15.26 -29.56
H -10.36 -18.91 -29.37
H -11.80 -18.35 -31.89
C -9.07 -20.60 -33.94
C -8.14 -16.56 -29.87
H -9.83 -21.23 -30.51
H -10.20 -17.57 -31.49
C -7.67 -22.89 -35.40
C -9.81 -20.29 -31.05
H -12.27 -20.34 -30.93
H -8.99 -19.17 -37.35
H -6.63 -21.27 -35.74
H -8.69 -24.60 -34.69
H -8.30 -17.92 -31.57
C -8.01 -18.85 -32.40
H -9.27 -18.34 -35.06
C -11.09 -18.08 -31.11
H -9.02 -18.50 -29.14
H -8.30 -19.62 -35.20
H -7.10 -24.42 -33.81
H -7.18 -18.81 -38.73
H -9.38 -17.08 -28.21
C -7.82 -19.75 -33.57
H -8.77 -21.50 -34.49
H -7.81 -17.77 -28.11
C -8.79 -22.36 -36.34
H -9.27 -23.18 -36.88
H -7.98 -19.37 -31.44
*
```

Atom charges from the Löwdin analysis, given in e for atoms 1 to 5:
1. H 0.0874
2. H 0.0773
3. O -0.0345
4. H 0.1323
5. H 0.0945



## ii
Density functional theory data (ωB97M-V/def2-TZVPD) for a 5-piece molecular cluster, C15H40O5 overall.

Properties
- HOMO-LUMO gap: 0.3747 hartree

Geometry as ORCA input:
```
! wB97M-V def2-TZVPD RIJCOSX def2/J DEFGRID3
* xyz 0 1
H 3.98 7.85 -26.17
H 6.49 10.16 -27.35
H 0.63 11.25 -24.54
H -1.61 14.07 -24.62
H -2.67 7.99 -31.22
C -3.92 8.15 -29.44
H 0.93 2.72 -23.42
H 1.26 7.71 -28.25
C -2.68 8.48 -30.24
H -4.83 8.44 -29.97
C 1.80 8.82 -25.64
H 7.65 9.50 -25.12
H -1.01 14.46 -26.26
H 1.99 4.59 -22.12
H 5.32 8.77 -24.35
H 7.76 11.26 -25.15
H -3.91 8.76 -28.53
C -0.87 12.35 -25.67
C 2.38 3.57 -22.02
C 2.00 2.74 -23.22
H -3.97 7.10 -29.17
H 4.77 10.51 -27.27
H 1.18 12.74 -25.17
O -2.65 9.91 -30.49
H 1.95 6.69 -25.46
H 1.30 6.07 -27.69
H -0.53 8.48 -30.02
H 1.95 3.18 -21.09
C -1.42 8.15 -29.48
C 2.05 7.46 -26.24
C 5.74 10.75 -26.83
O -1.83 11.32 -25.39
H -1.42 8.66 -28.52
H -2.89 10.08 -31.40
H 2.03 9.61 -26.36
H 2.41 2.63 -25.34
H 2.48 4.27 -24.66
O 2.45 1.37 -23.01
C 5.75 10.45 -25.34
H -1.34 7.08 -29.28
C 1.11 7.09 -27.36
H 0.73 8.97 -25.45
H -0.55 12.16 -26.70
H -2.26 11.54 -24.56
H 5.99 11.80 -27.01
O 5.16 9.15 -25.22
H 5.15 11.19 -24.81
C 2.71 3.22 -24.48
C 0.30 12.28 -24.71
H 3.79 3.16 -24.35
H 1.90 1.02 -22.31
H -2.55 13.65 -26.07
H 2.38 8.99 -24.74
H 3.47 3.61 -21.90
H 0.11 12.68 -23.72
O 3.39 7.36 -26.75
H 7.14 10.44 -23.70
C 7.17 10.42 -24.79
H 0.10 7.16 -26.97
C -1.54 13.72 -25.65
*
```

Atom charges from the Löwdin analysis, given in e for atoms 1 to 5:
1. H 0.0372
2. H 0.0868
3. H 0.0570
4. H 0.0753
5. H 0.1339



## iii
Density functional theory data (ωB97M-V/def2-TZVPD) for a 5-piece molecular cluster, C15H40O5 overall.

Properties
- HOMO-LUMO gap: 0.3813 hartree

Geometry as ORCA input:
```
! wB97M-V def2-TZVPD RIJCOSX def2/J DEFGRID3
* xyz 0 1
H 1.19 -1.78 3.25
H -1.01 -2.40 -0.18
C -5.91 -2.49 1.38
C 1.22 -2.53 4.05
H -4.81 -1.99 3.73
O -4.77 -1.25 3.11
H 1.26 6.27 -2.21
H -4.43 -0.98 1.13
H 3.10 1.03 -0.80
H -0.08 5.80 -3.28
C -4.61 -1.81 1.82
H 3.91 3.61 -3.90
H 2.27 2.05 -2.95
C -0.84 4.88 -0.84
C 0.79 5.44 -2.72
H -3.24 -3.09 0.73
C -1.54 -0.02 -1.21
H 0.58 -2.28 4.89
H -0.55 5.83 -0.36
H -3.52 -3.61 2.45
H -1.72 5.21 -1.40
H -0.28 0.03 0.55
H 0.53 1.01 -1.59
H 2.27 -2.43 4.36
H 1.39 -4.74 5.09
H -6.05 -3.48 1.84
H -2.54 -2.18 2.02
C 0.36 4.43 -1.67
C 0.88 -3.86 3.36
H -5.86 -2.76 0.32
O 0.79 -4.88 4.36
H 1.16 4.17 -0.98
C 3.28 1.92 -2.56
H -1.72 1.02 -1.46
C 4.05 3.19 -2.91
H 2.87 -4.37 2.76
H 1.50 5.01 -3.42
H -1.08 4.20 -0.03
H 3.58 0.25 -3.94
O 0.07 3.15 -2.29
O 0.84 0.18 -1.21
H -6.78 -1.88 1.61
C 1.88 -4.26 2.29
H 1.73 -5.30 1.97
H -0.13 -3.75 2.96
H 0.38 -2.14 0.71
H 5.02 0.74 -3.03
H 0.58 -2.31 -1.02
H 3.69 -0.16 -2.25
H -0.08 3.32 -3.23
H -2.38 -0.31 -0.57
O 3.26 1.92 -1.12
H 3.86 3.99 -2.20
C 3.94 0.61 -2.97
C -0.25 -0.37 -0.47
H 5.11 2.93 -2.79
C -3.43 -2.77 1.76
H -1.60 -0.56 -2.16
H 1.94 -3.58 1.45
C -0.06 -1.87 -0.25
*
```

Atom charges from the Löwdin analysis, given in e for atoms 1 to 5:
1. H 0.0715
2. H 0.0624
3. C -0.0633
4. C -0.0576
5. H 0.0907



Short version: i is the least stable of them.



## i
Density functional theory data (ωB97M-V/def2-TZVPD) for a 2-piece molecular cluster, C3H12N2O2 overall.

Properties
- HOMO-LUMO gap (spin up / spin down): 0.0997 / 0.3369 hartree

Geometry as ORCA input:
```
! wB97M-V def2-TZVPD RIJCOSX def2/J DEFGRID3
* xyz -1 2
H 2.15 1.68 -0.87
H 1.29 -1.07 0.39
H 0.42 1.33 -2.20
C -0.46 -1.03 1.55
C 0.82 0.43 -1.70
H 2.84 0.36 -1.77
H -1.48 -1.43 1.59
N 2.13 0.72 -1.15
H 0.84 -0.32 -2.48
C 0.22 -1.03 0.19
H 0.06 -1.75 2.19
H -2.24 0.99 1.52
O -2.91 0.90 0.82
H 0.05 -2.01 -0.26
H -2.49 1.36 0.08
H -1.02 -0.13 -1.16
H 0.33 0.68 1.73
N -0.16 0.08 -0.65
O -0.40 0.24 2.19
*
```

Atom charges from the Löwdin analysis, given in e for atoms 1 to 5:
1. H 0.0062
2. H 0.0977
3. H 0.0301
4. C -0.3005
5. C -0.6287



## ii
Density functional theory data (ωB97M-V/def2-TZVPD) for a 3-piece molecular cluster, C3H12N2O2 overall.

Properties
- HOMO-LUMO gap (spin up / spin down): 0.1081 / 0.2858 hartree

Geometry as ORCA input:
```
! wB97M-V def2-TZVPD RIJCOSX def2/J DEFGRID3
* xyz -1 2
N 0.16 1.72 -0.39
H -1.66 -1.96 -2.44
H 2.17 1.57 1.83
C 1.84 0.75 1.16
O 1.42 -2.65 -1.15
H -0.61 -0.49 2.08
H 0.97 -3.14 -0.46
H -1.16 -0.51 -2.04
N -1.91 0.67 1.00
H -0.64 2.29 -0.15
C -0.62 0.17 1.20
H -2.25 1.06 0.14
H 2.52 0.69 0.31
C 0.45 0.78 0.69
H 0.96 2.40 -0.56
O -1.79 -1.01 -2.58
H 0.76 -2.50 -1.89
H 2.10 0.00 1.88
H -2.72 0.15 1.36
*
```

Atom charges from the Löwdin analysis, given in e for atoms 1 to 5:
1. N 0.0301
2. H -0.0576
3. H 0.0747
4. C -0.1307
5. O -0.2817



Short version: ii is the least stable of them.



## i
Density functional theory data (ωB97M-V/def2-TZVPD) for a 2-piece molecular cluster, C3H8NO2S overall.

Properties
- HOMO-LUMO gap: 0.2559 hartree

Geometry as ORCA input:
```
! wB97M-V def2-TZVPD RIJCOSX def2/J DEFGRID3
* xyz -1 1
C -1.18 0.30 0.46
H -1.27 0.82 1.42
H -0.38 -0.11 -1.93
O 2.62 -0.32 1.14
H -1.06 -1.81 1.16
H 2.75 -1.18 0.71
H 0.42 -0.88 1.25
H 1.91 0.06 0.61
C -0.45 1.28 -0.44
S -0.32 -2.08 -0.91
N -0.40 0.90 -1.74
O 0.00 2.35 -0.06
H -2.19 0.18 0.06
H 0.03 1.53 -2.39
C -0.48 -1.04 0.66
*
```

Atom charges from the Löwdin analysis, given in e for atoms 1 to 5:
1. C -0.2172
2. H 0.1038
3. H -0.0491
4. O -0.0837
5. H 0.0007



## ii
Density functional theory data (ωB97M-V/def2-TZVPD) for an isolated ion of composition C3H8NO2S and charge -1.

Properties
- HOMO-LUMO gap: 0.2629 hartree

Geometry as ORCA input:
```
! wB97M-V def2-TZVPD RIJCOSX def2/J DEFGRID3
* xyz -1 1
H 0.88 2.03 -0.48
H -0.90 2.30 -0.35
O -2.92 1.02 0.21
H 0.77 -1.32 1.41
H 2.04 -1.80 0.42
S -2.04 -0.15 0.43
C -0.04 1.64 -0.03
C 0.51 -0.75 -0.60
O -2.42 -1.37 -0.32
H 0.14 1.68 1.04
H -0.08 -1.58 -1.07
N -0.47 0.30 -0.49
H 2.01 -0.22 0.73
C 1.34 -1.02 0.62
H 1.17 -0.75 -1.54
*
```

Atom charges from the Löwdin analysis, given in e for atoms 1 to 5:
1. H 0.0593
2. H 0.0700
3. O -0.5574
4. H 0.0396
5. H 0.0558



Short version: ii is the least stable of them.



## i
Density functional theory data (ωB97M-V/def2-TZVPD) for a 2-piece molecular cluster, C5H11NO overall.

Properties
- HOMO-LUMO gap (spin up / spin down): 0.3702 / 0.2482 hartree

Geometry as ORCA input:
```
! wB97M-V def2-TZVPD RIJCOSX def2/J DEFGRID3
* xyz 1 2
H -0.06 -1.49 -2.31
H -0.48 -2.36 2.23
C 0.42 -0.89 -1.54
H -1.50 3.13 -1.22
H -2.81 3.20 -0.17
C 0.41 -0.86 0.92
H 0.24 -2.71 -0.27
C 0.90 0.26 -2.03
H 0.63 0.97 -0.04
N 0.67 0.55 0.93
H 1.21 -1.95 2.43
H 0.00 1.08 1.57
H -0.05 -0.82 3.14
H 1.46 1.10 -1.60
O -2.33 3.38 -0.96
H 0.73 0.51 -3.11
C 0.34 -1.61 -0.24
C 0.21 -1.48 2.26
*
```

Atom charges from the Löwdin analysis, given in e for atoms 1 to 5:
1. H 0.1179
2. H 0.1103
3. C -0.1016
4. H -0.0364
5. H 0.0340



## ii
Density functional theory data (ωB97M-V/def2-TZVPD) for an isolated ion of composition C5H11NO and charge +1.

Properties
- HOMO-LUMO gap (spin up / spin down): 0.4440 / 0.2395 hartree

Geometry as ORCA input:
```
! wB97M-V def2-TZVPD RIJCOSX def2/J DEFGRID3
* xyz 1 2
H -0.18 0.50 1.60
H 1.52 0.48 -0.23
H -0.46 2.26 -1.75
H 1.27 2.02 -2.14
H 1.00 -1.24 1.36
H 0.85 -2.91 0.90
O -2.07 -0.33 -0.83
C 0.39 1.60 -1.68
H -1.21 1.57 0.72
H 1.12 2.14 0.31
C -1.20 -0.41 -0.03
C -0.47 0.78 0.58
H -0.11 -2.20 2.29
C 0.75 1.25 -0.21
H -0.95 -2.40 -0.34
C 0.29 -2.06 1.28
N -0.77 -1.70 0.38
H 0.22 0.65 -2.19
*
```

Atom charges from the Löwdin analysis, given in e for atoms 1 to 5:
1. H 0.1163
2. H 0.1048
3. H 0.0890
4. H 0.0797
5. H 0.1083



## iii
Density functional theory data (ωB97M-V/def2-TZVPD) for an isolated ion of composition C5H11NO and charge +1.

Properties
- HOMO-LUMO gap (spin up / spin down): 0.3407 / 0.2174 hartree

Geometry as ORCA input:
```
! wB97M-V def2-TZVPD RIJCOSX def2/J DEFGRID3
* xyz 1 2
N 1.52 -0.75 0.02
H -1.65 -1.10 -1.83
H 2.26 0.00 0.02
H -0.34 -2.68 0.33
C -1.20 -0.24 -1.35
H -2.20 -2.26 0.56
C 0.65 1.48 0.44
C 0.48 0.03 0.71
H 0.36 -0.02 1.81
H -0.54 0.30 -2.04
C -1.08 -1.95 0.69
H 1.58 -0.70 -1.03
H -0.91 -1.89 1.88
H -1.65 0.15 0.60
H -2.02 0.49 -1.38
C -0.87 -0.56 0.11
O 0.79 2.29 -0.47
H 0.21 2.11 1.18
*
```

Atom charges from the Löwdin analysis, given in e for atoms 1 to 5:
1. N 0.1416
2. H 0.0896
3. H 0.1203
4. H 0.0812
5. C -0.0537



Short version: iii is the least stable of them.



## i
Density functional theory data (ωB97M-V/def2-TZVPD) for an isolated ion of composition C5H6NO and charge +1.

Properties
- HOMO-LUMO gap (spin up / spin down): 0.3305 / 0.2568 hartree

Geometry as ORCA input:
```
! wB97M-V def2-TZVPD RIJCOSX def2/J DEFGRID3
* xyz 1 3
N -2.29 -1.64 0.09
C -0.31 1.34 0.42
O 1.31 -0.54 0.76
H -0.39 2.30 0.76
C 0.59 0.44 0.61
H 3.01 -0.67 -0.27
H 1.61 -1.01 -1.27
H -2.39 1.40 0.41
C -2.07 -0.53 -0.05
C 2.00 -1.12 -0.26
C -1.71 0.96 -0.16
H 2.31 -2.22 0.09
H -1.67 1.32 -1.13
*
```

Atom charges from the Löwdin analysis, given in e for atoms 1 to 5:
1. N 0.1890
2. C 0.1394
3. O 0.1003
4. H 0.1227
5. C 0.0495



## ii
Density functional theory data (ωB97M-V/def2-TZVPD) for C5H6NO as an isolated structure.

Properties
- HOMO-LUMO gap (spin up / spin down): 0.2760 / 0.2279 hartree

Geometry as ORCA input:
```
! wB97M-V def2-TZVPD RIJCOSX def2/J DEFGRID3
* xyz 1 3
C -0.30 1.74 0.48
O 3.93 0.84 0.05
H 0.08 -0.42 0.24
H -1.67 -0.24 0.56
H 0.99 -1.74 0.81
H -0.74 1.71 -1.78
H 0.85 -1.89 -1.03
C 3.02 0.16 -0.02
C -0.64 1.49 -0.77
C -0.76 0.39 0.16
C 0.97 -1.26 -0.07
H -0.17 2.42 1.25
N 2.11 -0.57 -0.29
*
```

Atom charges from the Löwdin analysis, given in e for atoms 1 to 5:
1. C 0.1217
2. O 0.2932
3. H -0.0269
4. H 0.2048
5. H 0.0928



Short version: ii is the least stable of them.